14
Properties=species:S:1:pos:R:3 method="wB97M-V/def2-TZVPD" spin_multiplicity=1 total_charge=0 lumo_energy_ha=-0.020 energy_ev=-20105.1075 orbital_gap_ha=0.29693 de_lowest_kj_mol=408.5 homo_ev=-8.6259
C -0.225 1.072 2.520
C -0.864 -0.806 0.931
C -0.211 1.248 -1.007
C 0.170 -0.091 -1.692
H -0.584 0.309 3.314
H 0.828 1.412 2.536
H -0.776 1.991 2.675
H -0.701 -1.489 1.842
H -0.254 2.114 -1.736
H -0.394 -0.525 -2.562
N -0.543 0.510 1.169
N -0.476 1.422 0.215
O -1.146 -1.416 -0.085
S 1.560 -0.909 -1.224

22
Properties=species:S:1:pos:R:3 method="wB97M-V/def2-TZVPD" spin_multiplicity=1 total_charge=0 lumo_energy_ha=0.033 smiles=CNC(C)C.O.O energy_ev=-9974.4913 orbital_gap_ha=0.32963 de_lowest_kj_mol=250.4 homo_ev=-8.0704
C -1.803 -2.839 -1.520
N -1.318 -2.426 -0.171
C -0.944 -0.743 1.458
C -1.847 -1.322 0.485
C -2.270 -0.231 -0.431
H -2.904 -2.906 -1.666
H -1.347 -2.334 -2.347
H -1.518 -3.901 -1.700
H -0.433 -2.988 0.153
H -1.458 -0.227 2.258
H -0.447 -1.544 1.959
H -0.103 -0.260 0.996
H -2.686 -1.578 1.176
H -3.263 -0.460 -0.867
H -2.371 0.637 0.297
H -1.360 -0.206 -0.970
H 6.080 3.564 0.899
H 5.808 2.637 -0.278
O 6.045 3.538 -0.058
H 3.139 4.842 0.638
H 2.377 4.554 -0.561
O 2.622 4.191 0.250

69
Properties=species:S:1:pos:R:3 method="wB97M-V/def2-TZVPD" spin_multiplicity=5 total_charge=+1 lumo_energy_ha="-0.172 / -0.202" energy_ev=-199799.6481 orbital_gap_ha="0.20935 / 0.18775" de_lowest_kj_mol=59.6 homo_ev="-10.3805 / -10.6059"
Ru -0.141 -0.857 0.806
Br 1.075 7.373 -2.871
C 2.286 6.420 -1.786
C 2.929 7.071 -0.738
C 3.837 6.379 0.035
C 4.075 5.022 -0.211
C 3.423 4.380 -1.280
C 2.535 5.078 -2.065
N 5.001 4.373 0.580
N 5.150 3.157 0.683
C 4.301 2.136 0.750
C 4.797 0.849 0.412
C 3.974 -0.226 0.288
C 2.577 -0.103 0.515
O 1.796 -1.076 0.303
C 2.070 1.164 1.024
N 0.763 1.208 1.347
C 0.267 2.302 1.890
C 1.061 3.412 2.178
C 2.389 3.397 1.824
C 2.921 2.265 1.191
H 2.721 8.112 -0.540
H 4.354 6.869 0.850
H 3.640 3.343 -1.500
H 2.037 4.593 -2.893
H 5.852 0.755 0.187
H 4.358 -1.192 -0.010
H -0.793 2.302 2.112
H 0.632 4.268 2.680
H 3.022 4.241 2.057
F -5.141 -3.385 4.238
C -3.912 -3.064 3.840
C -2.807 -3.765 4.318
F -3.002 -4.757 5.179
C -1.524 -3.459 3.907
F -0.496 -4.161 4.377
C -1.273 -2.424 2.984
O -0.091 -2.109 2.538
C -2.420 -1.750 2.557
F -2.184 -0.711 1.661
C -3.712 -2.036 2.940
F -4.734 -1.341 2.440
C -3.641 -1.117 -3.461
Si -3.305 -1.070 -1.611
C -4.026 0.491 -0.841
C -3.917 -2.612 -0.710
As -0.877 -0.923 -1.410
Si -0.196 -3.225 -1.831
C 1.641 -3.211 -2.255
C -0.533 -4.228 -0.270
C -1.153 -3.786 -3.358
H -4.718 -1.164 -3.638
H -3.183 -1.980 -3.944
H -3.259 -0.216 -3.943
H -5.113 0.399 -0.774
H -3.795 1.369 -1.447
H -3.651 0.664 0.167
H -5.007 -2.588 -0.643
H -3.524 -2.656 0.308
H -3.632 -3.528 -1.227
H 2.243 -3.134 -1.351
H 1.890 -2.375 -2.910
H 1.913 -4.137 -2.767
H -0.025 -3.766 0.580
H -0.147 -5.245 -0.371
H -1.598 -4.295 -0.046
H -1.051 -3.049 -4.157
H -2.215 -3.943 -3.167
H -0.735 -4.729 -3.719

59
Properties=species:S:1:pos:R:3 method="wB97M-V/def2-TZVPD" spin_multiplicity=1 total_charge=-1 lumo_energy_ha=0.033 energy_ev=-195902.9384 orbital_gap_ha=0.06133 homo_ev=-0.7773
C 3.047 -2.430 1.287
C 1.790 -2.547 0.427
C 0.488 -2.325 1.222
Cl -0.563 -3.791 1.041
C -0.290 -0.988 1.063
C 0.803 0.093 1.020
C 0.392 1.548 1.188
C 1.646 2.395 1.375
N 2.523 2.161 0.238
C -1.267 -0.893 2.253
Br -0.278 -0.451 3.908
N -2.333 0.066 2.136
C -3.092 0.239 0.939
N -4.486 0.057 1.178
Br -2.866 2.209 0.362
C -2.670 -0.666 -0.246
C -3.402 -2.028 -0.180
N -3.437 -2.618 1.164
O -2.893 -0.040 -1.407
N -3.577 -0.962 -2.655
O -4.726 -0.666 -2.727
N -1.089 -0.792 -0.237
C -0.687 -1.610 -1.437
C 0.360 -0.952 -2.334
O 1.331 -1.551 -2.678
I 0.052 1.051 -2.946
H 3.884 -2.906 0.777
H 3.332 -1.399 1.494
H 2.922 -2.964 2.232
H 1.862 -1.911 -0.450
H 1.753 -3.566 0.045
H 0.745 -2.340 2.279
H 1.600 -0.168 1.716
H 1.244 0.031 0.020
H -0.042 1.908 0.255
H -0.311 1.696 2.006
H 2.104 2.152 2.347
H 1.368 3.448 1.426
H 3.206 1.443 0.448
H 3.050 3.004 -0.013
H -1.639 -1.884 2.487
H -2.972 -0.073 2.908
H -4.769 0.614 1.977
H -5.015 0.371 0.369
H -2.963 -2.726 -0.886
H -4.404 -1.825 -0.548
H -3.358 -3.624 1.116
H -4.325 -2.385 1.591
H -0.842 0.165 -0.539
H -0.292 -2.581 -1.163
H -1.604 -1.742 -2.021
O 3.907 3.721 -4.752
C 4.334 4.314 -3.715
C 3.356 3.886 -2.260
O 3.746 4.457 -1.180
H 4.215 5.417 -3.652
H 5.328 4.022 -3.313
H 3.453 2.781 -2.303
H 2.350 4.158 -2.650